[1]
Computed, not measured: a structure of composition C9H14N2PTm at a distorted geometry, with ωB97M-V/def2-TZVPD.

```
27
Properties=species:S:1:pos:R:3:lowdin_spin:R:1
C -0.30 -1.48 -1.36 0.010
C 0.82 -2.31 -1.56 0.001
C 0.84 -3.33 -0.55 0.009
C -0.32 -3.16 0.27 0.001
C -1.02 -2.01 -0.18 0.019
Tm -0.79 1.66 1.49 1.663
P -1.43 3.35 -0.62 0.056
H -0.62 -0.62 -1.94 0.000
H 1.56 -2.21 -2.36 0.000
H 1.60 -4.07 -0.41 0.001
H -1.95 -1.60 0.21 0.003
H -0.59 -3.78 1.12 0.000
H -2.80 3.56 -1.02 0.011
H -0.85 3.05 -1.91 0.004
H -1.02 4.73 -0.51 0.004
C 2.69 -0.61 4.89 0.001
N 1.96 0.22 3.94 0.002
C 1.79 1.59 4.00 0.034
C 1.16 2.00 2.87 0.076
N 0.98 0.81 2.07 0.034
C 1.45 -0.22 2.77 0.028
H 3.73 -0.29 4.95 0.000
H 2.24 -0.54 5.89 0.000
H 2.65 -1.65 4.55 0.000
H 2.09 2.18 4.86 0.001
H 1.18 2.97 2.37 0.038
H 1.44 -1.24 2.43 0.003
```

As for the spin multiplicity: 3. The calculation puts the frontier orbital gap (alpha / beta) at 4.72 / 4.70 eV. The energy above the lowest of the compared OMol25 structures with the same formula, charge and spin is 3.115 eV. The value obtained for the largest force on an atom is 0.081 Eh/bohr. The calculation puts the electronic energy at -51351.458 eV. The value obtained for the molar mass is 350.1 u. The value obtained for the HOMO energy (alpha / beta) is -4.89 / -5.29 eV.


[2]
Computed, not measured: a cluster of 3 separate species, C38H62Cl3N8O6P2 in total at a distorted geometry, with ωB97M-V/def2-TZVPD.

```
119
Properties=species:S:1:pos:R:3:lowdin_charge:R:1
C -7.89 -4.96 0.60 -0.112
C -7.81 -5.28 -1.01 -0.565
Cl -8.70 -6.81 -1.64 0.470
C -7.07 -4.40 -1.95 -0.516
Cl -7.09 -4.94 -3.76 0.470
C -6.28 -3.00 -1.54 -0.028
C -5.01 -3.06 -0.47 0.038
C -4.52 -4.49 0.18 -0.454
O -4.41 -4.78 1.48 -0.158
O -4.12 -5.55 -0.79 -0.260
C -4.24 -1.68 -0.06 -0.037
C -2.99 -1.76 1.04 -0.186
C -3.45 -1.39 2.58 -0.664
C -3.42 0.23 2.92 -0.181
Cl -5.14 -2.00 3.04 0.521
C -4.61 -0.17 -0.69 -0.069
N -3.76 0.97 -0.22 0.111
C -4.22 2.21 -0.94 -0.168
O -3.46 3.47 -0.64 -0.142
C -2.04 3.04 -0.85 -0.165
C -1.04 4.26 -1.28 -0.347
C 0.53 3.71 -1.26 -0.077
O -1.16 5.44 -0.39 -0.109
C -5.45 2.34 -2.00 0.000
N -6.29 1.16 -2.39 0.060
C -5.85 -0.12 -1.74 -0.110
C -6.70 -1.50 -2.15 -0.035
C -7.96 -1.44 -3.20 -0.167
C -9.14 -0.36 -2.79 -0.134
C -10.30 0.10 -3.88 -0.052
C -11.48 1.20 -3.59 -0.093
C -11.57 1.93 -2.11 -0.062
C -10.44 1.48 -0.97 -0.175
C -10.56 2.25 0.49 -0.139
C -9.24 0.35 -1.29 0.011
H -8.85 -5.47 1.04 0.076
H -6.97 -5.53 1.09 0.099
H -7.78 -3.82 0.86 0.093
H -2.48 -2.82 1.08 0.124
H -2.18 -0.94 0.72 0.090
H -2.63 -1.88 3.29 0.114
H -3.66 0.35 4.08 0.077
H -2.44 0.77 2.58 0.070
H -4.37 0.69 2.36 0.071
H -1.60 2.48 0.08 0.132
H -2.07 2.29 -1.78 0.149
H -1.28 4.54 -2.41 0.155
H 0.93 3.52 -0.16 0.076
H 1.17 4.60 -1.69 0.085
H 0.69 2.78 -1.97 0.087
H -1.69 5.20 0.44 0.121
H -5.68 3.40 -2.48 0.120
H -8.50 -2.47 -3.38 0.094
H -7.53 -1.06 -4.25 0.132
H -10.23 -0.39 -4.95 0.084
H -12.31 1.53 -4.37 0.077
H -12.39 2.76 -1.83 0.083
H -9.73 3.09 0.54 0.080
H -11.59 2.81 0.55 0.067
H -10.36 1.53 1.39 0.077
H -8.45 0.08 -0.44 0.100
O 1.53 0.12 -1.71 -0.279
P 1.61 -0.78 -0.45 0.760
N 2.96 0.01 0.14 -0.333
C 4.37 -0.29 0.05 -0.135
C 2.74 1.33 0.73 -0.109
N 1.84 -2.22 -1.35 -0.324
C 3.12 -2.80 -1.72 -0.139
C 0.96 -2.33 -2.53 -0.146
N 1.71 -1.83 0.99 -0.311
C 0.69 -1.45 1.98 -0.145
C 2.85 -2.40 1.67 -0.123
H 4.82 -0.28 1.05 0.070
H 4.91 0.45 -0.56 0.079
H 4.59 -1.26 -0.37 0.052
H 2.65 1.25 1.82 0.077
H 1.82 1.79 0.35 0.035
H 3.56 2.03 0.50 0.086
H 3.79 -2.07 -2.18 0.079
H 3.01 -3.62 -2.43 0.084
H 3.61 -3.26 -0.87 0.056
H 1.36 -1.78 -3.39 0.074
H -0.04 -1.92 -2.31 0.073
H 0.81 -3.37 -2.82 0.084
H 1.02 -0.59 2.57 0.071
H 0.47 -2.28 2.65 0.085
H -0.24 -1.18 1.48 0.042
H 3.28 -1.71 2.41 0.080
H 3.66 -2.71 1.01 0.050
H 2.55 -3.31 2.20 0.101
O 9.20 3.03 3.11 -0.273
P 9.59 2.42 1.75 0.745
N 8.25 1.42 1.71 -0.336
C 8.07 0.04 2.08 -0.125
C 6.97 2.05 1.42 -0.117
N 11.07 1.78 2.31 -0.330
C 11.28 0.45 2.84 -0.139
C 11.83 2.72 3.16 -0.158
N 10.04 1.71 0.17 -0.324
C 9.73 2.64 -0.92 -0.156
C 9.95 0.35 -0.31 -0.124
H 7.61 -0.52 1.26 0.081
H 7.43 -0.07 2.97 0.089
H 9.00 -0.49 2.31 0.050
H 6.73 1.95 0.35 0.068
H 6.98 3.12 1.65 0.076
H 6.14 1.62 2.00 0.079
H 10.55 0.19 3.61 0.082
H 12.27 0.34 3.29 0.082
H 11.26 -0.30 2.06 0.057
H 11.48 2.69 4.20 0.076
H 11.73 3.75 2.80 0.069
H 12.90 2.48 3.16 0.077
H 8.67 2.59 -1.19 0.070
H 10.33 2.42 -1.81 0.077
H 9.96 3.67 -0.63 0.072
H 8.96 0.13 -0.73 0.083
H 10.16 -0.41 0.43 0.051
H 10.69 0.19 -1.10 0.098
```

The calculation puts the frontier orbital gap at 4.44 eV. The value obtained for the largest force on an atom is 0.155 Eh/bohr. The calculation puts the electronic energy at -120729.277 eV. The value obtained for the molar mass is 895.3 u. As for the charge: -1. The value obtained for the HOMO energy is -4.89 eV.


[3]
Computed, not measured: a structure of composition C4H5ClN2 at a distorted geometry, with ωB97M-V/def2-TZVPD.

```
12
Properties=species:S:1:pos:R:3:nbo_charge:R:1
C -0.48 -0.78 1.06 -0.235
C -0.11 -2.05 0.71 -0.109
C -1.25 -0.31 -0.06 0.019
C -0.18 1.07 -0.82 -0.536
N -0.60 -2.33 -0.58 -0.147
N -1.27 -1.39 -1.05 -0.165
Cl -2.74 0.57 0.15 0.026
H -0.31 -0.27 1.97 0.238
H 0.54 -2.70 1.31 0.223
H 0.94 1.09 -0.83 0.227
H -0.77 1.81 -0.32 0.221
H -0.48 0.75 -1.91 0.239
```

The calculation puts the frontier orbital gap at 9.25 eV. The energy above the lowest of the compared OMol25 structures with the same formula, charge and spin is 3.691 eV. The value obtained for the largest force on an atom is 0.089 Eh/bohr. The calculation puts the electronic energy at -19728.254 eV. The value obtained for the molar mass is 116.6 u. The value obtained for the HOMO energy is -9.73 eV.


[4]
Computed, not measured: a cluster of 2 separate species, C2H5N3S2 in total at a distorted geometry, with ωB97M-V/def2-TZVPD.

```
12
Properties=species:S:1:pos:R:3:nbo_charge:R:1
C 1.91 1.42 -0.72 -0.178
N 1.41 0.47 -1.42 -0.214
N 1.11 -0.70 -0.88 -0.187
C 1.73 -1.44 -0.07 -0.107
S 3.31 -0.88 0.58 0.083
S 2.45 1.09 0.89 0.146
H 1.88 2.27 -1.32 0.227
H 1.26 -2.34 0.36 0.213
N -0.76 0.07 0.37 -1.062
H -0.18 -0.23 1.13 0.355
H -1.59 -0.47 0.42 0.361
H -0.93 1.05 0.38 0.364
```

The calculation puts the frontier orbital gap at 7.85 eV. The energy above the lowest of the compared OMol25 structures with the same formula, charge and spin is 3.721 eV. The value obtained for the largest force on an atom is 0.043 Eh/bohr. Its SMILES is C1=NN=CSS1.N. The calculation puts the electronic energy at -28292.946 eV. The value obtained for the molar mass is 135.2 u. The value obtained for the HOMO energy is -8.54 eV.


[5]
Computed, not measured: a cluster of 4 separate species, C15H27NO11 in total at a distorted geometry, with ωB97M-V/def2-TZVPD.

```
54
Properties=species:S:1:pos:R:3:nbo_charge:R:1
C 1.58 -2.51 -1.75 -0.264
O 1.65 -1.77 -0.57 -0.555
C 1.71 -0.34 -0.85 -0.108
C 2.76 0.39 0.16 -0.240
N 4.12 0.49 -0.44 -0.652
C 4.04 1.38 -1.56 -0.243
C 4.87 2.71 -1.63 -0.086
O 6.15 2.43 -2.25 -0.547
C 7.21 2.41 -1.24 -0.265
H 0.90 -2.25 -2.56 0.159
H 1.68 -3.60 -1.74 0.204
H 2.50 -2.18 -2.23 0.160
H 0.71 -0.02 -0.58 0.184
H 1.79 -0.13 -1.92 0.175
H 2.66 -0.11 1.13 0.213
H 2.43 1.38 0.50 0.209
H 4.60 -0.39 -0.58 0.375
H 3.01 1.70 -1.68 0.181
H 4.27 0.80 -2.46 0.191
H 4.77 3.31 -0.73 0.184
H 4.46 3.30 -2.45 0.185
H 7.08 1.68 -0.44 0.181
H 7.28 3.44 -0.89 0.171
H 8.19 2.23 -1.68 0.187
O -0.42 2.14 -0.48 -0.602
C -1.01 1.79 -1.50 0.980
O -1.04 2.47 -2.65 -0.476
C -1.92 1.88 -3.56 -0.102
C -2.16 0.47 -3.02 -0.097
O -1.75 0.70 -1.65 -0.502
H -2.82 2.49 -3.57 0.192
H -1.62 1.80 -4.60 0.205
H -1.63 -0.39 -3.42 0.197
H -3.21 0.22 -3.18 0.210
O -6.22 0.34 1.83 -0.587
C -6.04 -0.33 2.82 0.965
O -5.52 -1.60 2.69 -0.491
C -5.32 -2.12 4.03 -0.099
C -5.58 -0.88 4.93 -0.114
O -6.30 -0.01 4.05 -0.464
H -6.04 -2.91 4.23 0.182
H -4.31 -2.50 4.21 0.207
H -4.56 -0.64 5.22 0.191
H -6.05 -1.19 5.87 0.208
O -2.17 -3.94 3.01 -0.580
C -1.86 -2.90 2.44 0.979
O -1.47 -1.74 3.01 -0.491
C -1.47 -0.70 1.96 -0.109
C -1.85 -1.39 0.65 -0.087
O -2.19 -2.60 1.08 -0.507
H -1.98 0.23 2.21 0.213
H -0.40 -0.54 1.85 0.198
H -0.95 -1.55 0.06 0.174
H -2.55 -0.96 -0.06 0.207
```

The calculation puts the frontier orbital gap at 8.78 eV. The energy above the lowest of the compared OMol25 structures with the same formula, charge and spin is 3.278 eV. The value obtained for the largest force on an atom is 0.121 Eh/bohr. Its SMILES is COCCNCCOC.O=C1OCCO1.O=C1OCCO1.O=C1OCCO1. The calculation puts the electronic energy at -40000.733 eV. The value obtained for the molar mass is 397.4 u. The value obtained for the HOMO energy is -8.46 eV.


[6]
Computed, not measured: the molecule C10H20N2O3 at a distorted geometry, with ωB97M-V/def2-TZVPD.

```
35
Properties=species:S:1:pos:R:3:nbo_charge:R:1
C 0.20 -1.21 -1.06 -0.115
C -1.10 -0.86 -1.08 0.110
C 1.39 -0.28 -0.81 -0.138
C -1.23 0.58 0.85 0.663
C -2.23 -1.57 -1.60 -0.660
C 2.59 -0.41 -1.71 -0.607
C -0.93 1.95 1.33 -0.742
C -0.12 -0.85 2.44 -0.310
C -3.59 1.21 -1.15 -0.279
C 3.95 0.16 1.52 -0.252
N -1.36 0.43 -0.54 -0.122
N 2.03 -0.46 0.48 -0.429
O -1.19 -0.58 1.55 -0.475
O -2.18 1.33 -1.19 -0.383
O 2.89 0.62 0.79 -0.463
H 0.40 -2.28 -1.36 0.207
H 0.94 0.81 -0.92 0.153
H -3.07 -1.26 -0.92 0.224
H -1.92 -2.67 -1.84 0.253
H -2.53 -1.04 -2.56 0.223
H 3.18 0.41 -1.65 0.218
H 2.34 -0.53 -2.74 0.184
H 3.12 -1.37 -1.62 0.206
H -1.52 2.08 2.27 0.247
H -1.18 2.73 0.49 0.269
H 0.13 1.96 1.30 0.282
H -0.11 -0.20 3.27 0.162
H 0.81 -0.71 1.91 0.277
H -0.30 -1.80 2.92 0.194
H -3.99 0.57 -1.87 0.179
H -4.22 2.16 -1.50 0.216
H -3.95 0.93 -0.07 0.183
H 3.94 0.73 2.55 0.157
H 4.89 0.37 1.00 0.162
H 3.88 -0.95 1.51 0.204
```

The calculation puts the frontier orbital gap (alpha / beta) at 5.35 / 3.26 eV. The energy above the lowest of the compared OMol25 structures with the same formula, charge and spin is 13.026 eV. The value obtained for the largest force on an atom is 0.083 Eh/bohr. The calculation puts the electronic energy at -19805.611 eV. The value obtained for the molar mass is 216.3 u. The value obtained for the HOMO energy (alpha / beta) is -5.59 / -4.41 eV.


[7]
Computed, not measured: a structure of composition C29H41BN6S4SbTc at a distorted geometry, with ωB97M-V/def2-TZVPD.

```
83
Properties=species:S:1:pos:R:3:lowdin_spin:R:1
Tc 0.46 1.55 -0.05 0.930
C 0.09 2.28 4.65 0.000
N 1.37 2.57 4.00 0.000
C 2.43 3.18 4.82 0.000
C 1.51 2.39 2.70 0.001
N 0.52 2.02 1.91 -0.006
N 2.78 2.61 2.18 0.003
C 3.24 2.47 0.89 0.011
N 4.56 2.62 0.76 0.013
N 2.45 2.22 -0.11 0.017
H 0.27 2.15 5.71 0.000
H -0.33 1.35 4.28 0.000
H -0.62 3.10 4.52 0.000
H 2.03 3.38 5.81 0.000
H 2.75 4.14 4.40 0.000
H 3.28 2.51 4.94 0.000
H -0.37 1.95 2.39 0.000
H 3.48 2.84 2.87 0.000
H 5.17 2.87 1.52 0.000
H 4.99 2.59 -0.16 0.000
H 2.96 2.12 -0.98 0.001
C -2.56 1.74 -2.72 0.000
C -1.23 1.47 -3.40 -0.004
S 0.37 1.65 -2.53 -0.014
C 0.95 3.33 -2.85 0.000
C 0.21 4.43 -2.10 0.000
S -0.12 3.98 -0.37 -0.001
C -1.86 4.51 -0.15 0.003
C -3.01 3.71 -0.72 0.001
S -3.04 3.47 -2.52 0.000
H -2.63 1.23 -1.76 0.000
H -3.32 1.28 -3.36 0.000
H -1.10 2.09 -4.29 -0.001
H -1.19 0.43 -3.73 0.000
H 0.89 3.50 -3.92 0.000
H 2.01 3.31 -2.59 0.000
H -0.75 4.61 -2.55 0.000
H 0.80 5.35 -2.10 0.000
H -1.83 5.53 -0.55 0.000
H -1.97 4.61 0.93 0.000
H -3.92 4.26 -0.47 0.001
H -3.11 2.74 -0.24 0.000
B -3.86 0.33 1.30 0.013
C -2.46 0.67 0.74 0.039
N -1.42 0.99 0.32 0.014
H -4.22 1.36 1.82 0.011
H -4.53 0.01 0.35 0.000
H -3.71 -0.56 2.11 0.005
S 1.36 -0.53 -0.15 -0.070
Sb 0.33 -2.71 -0.64 0.015
C 2.08 -3.70 -1.13 0.000
C 3.05 -3.72 -0.12 0.000
C 4.26 -4.37 -0.35 0.000
C 4.49 -4.99 -1.57 0.001
C 3.53 -4.96 -2.57 0.000
C 2.32 -4.32 -2.36 0.001
C -1.18 -2.51 -2.07 0.003
C -1.05 -3.04 -3.36 0.001
C -2.12 -2.95 -4.23 0.000
C -3.31 -2.35 -3.83 0.001
C -3.44 -1.84 -2.55 0.000
C -2.38 -1.92 -1.66 0.002
C -0.33 -3.39 1.20 0.005
C 0.24 -4.55 1.72 0.002
C -0.24 -5.06 2.91 0.000
C -1.28 -4.42 3.57 0.001
C -1.85 -3.26 3.05 0.000
C -1.37 -2.74 1.86 0.001
H 2.88 -3.25 0.84 0.000
H 5.01 -4.41 0.43 0.000
H 5.43 -5.50 -1.74 0.000
H 3.72 -5.45 -3.52 0.000
H 1.59 -4.32 -3.15 0.000
H -0.15 -3.52 -3.69 0.000
H -2.03 -3.36 -5.23 0.000
H -4.14 -2.30 -4.52 0.000
H -4.37 -1.40 -2.22 0.000
H -2.52 -1.57 -0.65 0.000
H 1.04 -5.07 1.20 0.000
H 0.18 -5.97 3.32 0.000
H -1.66 -4.83 4.50 0.000
H -2.68 -2.78 3.55 0.000
H -1.84 -1.86 1.45 0.000
```

As for the spin multiplicity: 2. The calculation puts the frontier orbital gap (alpha / beta) at 5.18 / 5.67 eV. The energy above the lowest of the compared OMol25 structures with the same formula, charge and spin is 0.000 eV. The value obtained for the largest force on an atom is 0.024 Eh/bohr. The calculation puts the electronic energy at -92408.598 eV. The value obtained for the molar mass is 832.5 u. As for the charge: +3. The value obtained for the HOMO energy (alpha / beta) is -15.89 / -15.89 eV.


[8]
Computed, not measured: the molecule C4H11NS2 at a distorted geometry, with ωB97M-V/def2-TZVPD.

```
18
Properties=species:S:1:pos:R:3:nbo_charge:R:1
C -2.05 -1.07 1.94 -0.626
C -1.38 0.11 1.23 -0.215
N -0.67 -0.37 0.03 -0.649
C 0.29 0.69 -0.44 -0.215
C 0.86 0.16 -1.80 -0.587
S 2.47 -0.45 -1.32 0.082
S 3.83 0.99 -1.43 -0.118
H -3.02 -1.26 1.44 0.208
H -2.29 -1.02 2.99 0.216
H -1.45 -2.00 2.02 0.210
H -0.60 0.50 1.90 0.161
H -2.11 0.92 1.04 0.197
H -0.13 -1.21 -0.08 0.369
H -0.34 1.55 -0.56 0.180
H 1.01 1.01 0.43 0.181
H 0.43 -0.56 -2.40 0.243
H 0.85 1.17 -2.30 0.247
H 4.29 0.82 -2.68 0.117
```

The calculation puts the frontier orbital gap at 9.39 eV. The energy above the lowest of the compared OMol25 structures with the same formula, charge and spin is 2.052 eV. The value obtained for the largest force on an atom is 0.125 Eh/bohr. Its SMILES is CCNCCSS. The calculation puts the electronic energy at -27485.214 eV. The value obtained for the molar mass is 137.3 u. The value obtained for the HOMO energy is -8.71 eV.